Entry 1:
{"formula": "C11H25BrNO2P2Pr", "method": "ωB97M-V/def2-TZVPD", "multiplicity": 3, "homo_lumo_gap_ha": [0.2751, 0.2747], "s_squared": 2.0037, "homo_energy_ha": [-0.2670, -0.2658], "total_charge": 0, "lumo_energy_ha": [0.0081, 0.0089], "species": ["C", "C", "N", "C", "C", "C", "C", "P", "Pr", "P", "C", "O", "O", "H", "H", "H", "C", "C", "H", "H", "H", "H", "C", "C", "H", "H", "H", "H", "H", "H", "H", "H", "H", "H", "H", "H", "H", "H", "H", "H", "H", "H", "Br"], "coordinates": [[-0.85, 0.76, -2.91], [-0.81, 0.18, -1.64], [0.04, 0.61, -0.66], [0.78, 1.71, -0.90], [0.79, 2.32, -2.15], [-0.01, 1.83, -3.18], [-1.82, -0.90, -1.36], [-2.52, -0.91, 0.37], [0.06, -0.99, 1.45], [2.27, 1.24, 1.50], [1.66, 2.36, 0.14], [-0.64, -3.12, -1.73], [-0.30, -3.20, 0.66], [-1.51, 0.33, -3.65], [1.41, 3.20, -2.27], [0.01, 2.29, -4.16], [-3.92, 0.17, 0.28], [-3.30, -2.55, 0.41], [2.51, 2.85, -0.37], [1.09, 3.17, 0.63], [-1.27, -1.98, -1.63], [-2.70, -0.83, -2.04], [2.72, 2.53, 2.74], [3.93, 0.86, 0.83], [2.13, -2.28, 0.84], [0.21, -3.93, 1.10], [-0.22, -3.28, -0.67], [-0.05, -3.15, -2.50], [-0.56, 0.99, 2.16], [2.53, -1.84, 1.28], [-4.69, -0.26, -0.37], [-4.30, 0.27, 1.30], [-3.59, 1.15, -0.08], [-4.14, -2.54, -0.29], [-2.57, -3.33, 0.18], [-3.66, -2.67, 1.44], [4.58, 1.75, 0.78], [4.38, 0.12, 1.52], [3.80, 0.42, -0.17], [3.63, 3.08, 2.45], [1.86, 3.21, 2.85], [2.89, 1.99, 3.69], [0.16, -1.64, 4.10]], "nbo_charge": [-0.272, 0.282, -0.528, 0.261, -0.279, -0.133, -0.864, 0.914, 0.935, 0.925, -0.733, -0.993, -1.105, 0.225, 0.216, 0.220, -0.936, -0.926, 0.231, 0.264, 0.391, 0.233, -0.916, -0.944, 0.022, 0.494, 0.523, 0.481, -0.493, 0.048, 0.227, 0.248, 0.249, 0.219, 0.279, 0.238, 0.226, 0.236, 0.233, 0.222, 0.250, 0.249, -0.418]}


Entry 2:
{"formula": "C43H51NiO4P2S", "method": "ωB97M-V/def2-TZVPD", "e_above_lowest_ev": 1.660, "multiplicity": 1, "homo_lumo_gap_ha": [0.1424, 0.1421], "homo_energy_ha": [-0.0508, -0.0506], "total_charge": -1, "lumo_energy_ha": [0.0915, 0.0915], "species": ["Ni", "C", "C", "P", "C", "C", "C", "C", "C", "C", "C", "C", "C", "C", "C", "C", "C", "P", "C", "C", "C", "C", "C", "C", "C", "C", "C", "C", "C", "C", "H", "H", "H", "H", "H", "H", "H", "H", "H", "H", "H", "H", "H", "H", "H", "H", "H", "H", "H", "H", "H", "H", "H", "H", "H", "H", "C", "O", "C", "C", "C", "C", "C", "C", "O", "C", "O", "C", "H", "H", "H", "H", "H", "H", "H", "H", "H", "C", "S", "C", "O", "H", "H", "H", "H", "H", "H", "C", "C", "C", "C", "C", "H", "H", "H", "H", "H", "H", "H", "H", "H", "H"], "coordinates": [[-0.21, -0.61, -0.07], [2.54, -0.93, 2.51], [1.29, -0.44, 3.23], [-0.28, -0.62, 2.18], [-1.06, -2.06, 2.98], [-1.63, -2.99, 2.12], [-2.24, -4.13, 2.61], [-2.28, -4.36, 3.98], [-1.68, -3.45, 4.84], [-1.09, -2.31, 4.35], [-1.17, 0.77, 2.94], [-0.70, 2.05, 2.63], [-1.33, 3.17, 3.13], [-2.43, 3.05, 3.96], [-2.91, 1.78, 4.27], [-2.29, 0.65, 3.76], [2.91, -0.03, 1.33], [2.17, -0.53, -0.30], [2.88, 0.75, -1.38], [2.77, 0.54, -2.76], [3.17, 1.51, -3.66], [3.64, 2.73, -3.20], [3.74, 2.96, -1.84], [3.37, 1.98, -0.94], [3.31, -1.93, -0.68], [4.38, -1.86, -1.56], [5.14, -2.99, -1.85], [4.86, -4.20, -1.24], [3.80, -4.27, -0.35], [3.03, -3.16, -0.09], [2.39, -1.96, 2.18], [3.37, -0.95, 3.23], [1.40, 0.62, 3.48], [1.16, -1.00, 4.16], [-1.58, -2.78, 1.06], [-2.69, -4.84, 1.93], [-2.76, -5.25, 4.38], [-1.69, -3.64, 5.91], [-0.66, -1.59, 5.04], [0.13, 2.13, 1.94], [-0.96, 4.16, 2.87], [-2.92, 3.93, 4.36], [-3.78, 1.68, 4.90], [-2.69, -0.32, 3.99], [4.00, 0.01, 1.21], [2.53, 0.97, 1.53], [2.37, -0.40, -3.10], [3.11, 1.32, -4.72], [3.93, 3.50, -3.90], [4.09, 3.91, -1.48], [3.45, 2.19, 0.12], [4.63, -0.93, -2.05], [5.96, -2.92, -2.55], [5.46, -5.07, -1.46], [3.55, -5.21, 0.13], [2.17, -3.24, 0.57], [0.07, 6.55, -0.08], [0.08, 6.16, -1.43], [0.11, 4.81, -1.71], [-0.11, 4.49, -3.06], [-0.16, 3.17, -3.44], [0.00, 2.12, -2.53], [-0.20, 0.76, -2.94], [-0.32, 0.44, -4.43], [-0.32, -0.20, -2.17], [0.30, 2.43, -1.15], [0.56, 1.58, -0.25], [0.33, 3.82, -0.80], [-0.11, 7.62, -0.07], [1.02, 6.33, 0.41], [-0.74, 6.04, 0.46], [-0.26, 5.29, -3.77], [-0.36, 2.95, -4.48], [0.36, 1.02, -5.03], [-1.34, 0.63, -4.75], [-0.11, -0.62, -4.56], [0.54, 4.04, 0.24], [-0.29, -4.38, -0.82], [-0.13, -2.65, -1.51], [-1.58, -2.89, -2.62], [1.03, -2.77, -2.39], [-0.06, -5.07, -1.62], [-1.29, -4.54, -0.45], [0.43, -4.49, -0.02], [-2.47, -2.90, -2.01], [-1.47, -3.81, -3.17], [-1.60, -2.04, -3.29], [-4.12, -1.37, 0.43], [-3.55, -0.02, -0.03], [-4.30, 1.10, 0.72], [-3.81, 0.15, -1.54], [-2.07, 0.10, 0.20], [-5.19, -1.44, 0.19], [-4.00, -1.47, 1.50], [-3.61, -2.19, -0.07], [-5.38, 0.97, 0.62], [-4.03, 2.07, 0.32], [-4.05, 1.08, 1.78], [-4.89, 0.19, -1.74], [-3.38, -0.67, -2.10], [-3.36, 1.07, -1.89], [-1.83, 1.15, 0.39]], "mulliken_charge": [2.002, -0.640, -1.338, 2.055, 0.060, 0.099, -0.907, -0.730, -1.021, -0.387, 0.691, 0.176, -0.671, -0.956, -0.350, -1.033, -1.290, 2.146, 0.126, -0.842, -0.752, -0.672, -0.604, -1.107, 1.010, -0.932, -0.704, -0.749, -0.819, -0.159, 0.030, 0.438, 0.601, 0.785, -0.432, 0.417, 0.399, 0.386, 0.463, -0.344, 0.463, 0.323, 0.366, 0.238, 0.758, 0.306, 0.351, 0.409, 0.350, 0.422, 0.235, 0.296, 0.434, 0.351, 0.422, 0.027, -0.715, -0.493, 0.865, -1.281, -0.676, 0.441, 0.801, -2.728, -0.011, -0.238, 0.958, -0.726, 0.272, 0.269, 0.257, 0.455, 0.421, 0.478, 0.407, 0.453, 0.157, -1.484, 1.429, -1.004, -0.752, 0.515, 0.350, 0.193, 0.127, 0.556, -0.003, -1.536, 2.106, -1.714, -1.747, -0.831, 0.529, 0.199, 0.030, 0.510, 0.322, 0.170, 0.583, 0.138, 0.076, 0.676]}


Entry 3:
{"formula": "C3H5N2", "method": "ωB97M-V/def2-TZVPD", "smiles": "c1c[nH+]c[nH]1", "e_above_lowest_ev": 0.694, "multiplicity": 1, "homo_lumo_gap_ha": 0.4064, "homo_energy_ha": -0.5478, "total_charge": 1, "lumo_energy_ha": -0.1414, "species": ["C", "C", "N", "C", "N", "H", "H", "H", "H", "H"], "coordinates": [[-1.11, -0.43, -0.22], [-0.72, 0.39, 0.83], [0.65, 0.56, 0.71], [1.15, -0.10, -0.38], [0.07, -0.69, -0.99], [-2.18, -0.63, -0.61], [-1.22, 0.91, 1.72], [1.11, 1.17, 1.46], [2.18, -0.04, -0.59], [0.07, -1.15, -1.93]], "nbo_charge": [-0.054, -0.052, -0.476, 0.262, -0.472, 0.291, 0.283, 0.478, 0.264, 0.477]}


Entry 4:
{"formula": "C2H2Cl2P", "method": "ωB97M-V/def2-TZVPD", "e_above_lowest_ev": 0.015, "multiplicity": 1, "homo_lumo_gap_ha": 0.3303, "homo_energy_ha": -0.5860, "total_charge": 1, "lumo_energy_ha": -0.2558, "species": ["C", "C", "P", "Cl", "Cl", "H", "H"], "coordinates": [[0.35, 1.19, 0.61], [-0.03, 1.07, -0.56], [0.19, -1.26, 0.70], [-1.87, -1.36, 0.49], [0.82, -2.04, -1.08], [0.76, 1.58, 1.44], [-0.22, 0.82, -1.60]], "nbo_charge": [-0.231, -0.040, 1.030, -0.170, -0.161, 0.273, 0.299]}


Entry 5:
{"formula": "C4H10O3", "method": "ωB97M-V/def2-TZVPD", "e_above_lowest_ev": 1.027, "multiplicity": 1, "homo_lumo_gap_ha": 0.2477, "homo_energy_ha": 0.0120, "total_charge": -2, "lumo_energy_ha": 0.2598, "species": ["C", "C", "C", "O", "C", "O", "H", "H", "H", "H", "H", "H", "H", "H", "H", "H", "O"], "coordinates": [[0.14, -0.44, 0.36], [-1.30, -0.78, -0.19], [-2.55, -0.24, 0.51], [-3.68, -0.69, -0.05], [0.98, 0.04, -0.81], [2.39, -0.04, -0.61], [0.60, -1.34, 0.89], [-0.09, 0.35, 1.08], [-1.30, -0.70, -1.28], [-1.31, -1.87, -0.17], [-2.56, -0.54, 1.63], [-2.51, 0.89, 0.54], [0.65, -0.53, -1.69], [0.84, 1.08, -1.23], [2.68, 0.95, -0.26], [3.36, 1.94, 1.10], [3.66, 1.91, 0.19]], "nbo_charge": [-0.434, -0.427, -0.006, -0.989, -0.060, -0.830, 0.181, 0.187, 0.176, 0.169, 0.049, 0.062, 0.120, 0.147, 0.503, 0.400, -1.247]}


Entry 6:
{"formula": "C11H15N", "method": "ωB97M-V/def2-TZVPD", "e_above_lowest_ev": 0.716, "multiplicity": 2, "homo_lumo_gap_ha": [0.3426, 0.2350], "s_squared": 0.7751, "homo_energy_ha": [-0.4809, -0.4956], "total_charge": 1, "lumo_energy_ha": [-0.1383, -0.2605], "species": ["C", "C", "C", "C", "C", "C", "C", "C", "C", "N", "H", "H", "H", "H", "H", "H", "H", "H", "H", "C", "C", "H", "H", "H", "H", "H", "H"], "coordinates": [[-2.94, 1.97, 0.87], [0.39, 0.28, 1.30], [-0.55, 0.92, 0.45], [-1.70, 1.18, 1.20], [-1.50, 0.62, 2.46], [2.05, 0.01, -0.39], [1.63, -0.17, 0.95], [1.17, 0.62, -1.30], [-0.05, 1.07, -0.87], [-0.28, 0.01, 2.51], [3.05, -0.35, -0.63], [2.20, -0.71, 1.70], [1.60, 0.75, -2.28], [-0.82, 1.39, -1.58], [0.09, -0.46, 3.32], [-2.06, 0.55, 3.39], [-3.52, 1.26, 0.25], [-2.78, 2.90, 0.34], [-3.54, 2.14, 1.77], [0.74, -3.00, -2.29], [1.12, -2.16, -3.49], [0.83, -2.59, -1.28], [-0.31, -3.33, -2.18], [1.31, -3.94, -2.20], [0.68, -1.17, -3.34], [0.65, -2.62, -4.37], [2.21, -2.22, -3.51]], "nbo_charge": [-0.657, 0.154, -0.083, 0.082, 0.112, -0.068, -0.201, -0.253, -0.074, -0.450, 0.246, 0.241, 0.257, 0.232, 0.444, 0.250, 0.260, 0.261, 0.245, -0.617, -0.617, 0.184, 0.207, 0.214, 0.193, 0.226, 0.214]}


| no. | molecular weight (u) |
| --- | --- |
| 1 | 486.09 |
| 2 | 784.59 |
| 3 | 69.09 |
| 4 | 127.92 |
| 5 | 106.12 |
| 6 | 161.25 |